## a
Here is a cluster of 2 separate species, CH2N2P2 in total from the Open Molecules 2025 dataset. Energies are from ωB97M-V with the def2-TZVPD basis set.

## Properties
- Multiplicity: 1
- Lowest unoccupied orbital energy (spin up / spin down): -0.1147 / -0.1148 hartree
- HOMO (spin up / spin down): -8.98 / -8.97 eV
- Net charge: 0

```
7
CH2N2P2 | the Open Molecules 2025 dataset | ωB97M-V with the def2-TZVPD basis set
C -0.12 2.67 -1.65
N 0.02 3.75 -2.07
N -0.07 -0.95 0.87
P -0.09 -1.35 2.39
P -0.39 -0.27 -0.57
H -0.20 -2.82 2.15
H 0.84 -1.03 -1.12
```

Atomic partial charges in e from the Löwdin method, atoms 1 to 6: -0.46, -0.18, -0.89, 0.82, 0.85, -0.10

## b
Here is a structure of composition CH2N2P2 from the Open Molecules 2025 dataset. Energies are from ωB97M-V with the def2-TZVPD basis set.

## Properties
- Multiplicity: 1
- Lowest unoccupied orbital energy: -0.0392 hartree
- HOMO: -8.18 eV
- Net charge: 0

```
7
CH2N2P2 | the Open Molecules 2025 dataset | ωB97M-V with the def2-TZVPD basis set
C 0.39 1.00 0.82
N 0.99 0.91 -0.20
N -0.78 -1.26 -0.11
P -1.00 -0.38 1.19
P 0.48 -1.16 -1.15
H 0.23 1.77 1.58
H -0.31 -0.87 -2.13
```

Atomic partial charges in e from the Löwdin method, atoms 1 to 6: -0.57, -0.12, -0.75, 0.79, 0.78, 0.04

The data favor b; the next most stable structure lies 0.0925 hartree above it.

## a
Here is an isolated molecule of C4H3FN2S from the Open Molecules 2025 dataset. Energies are from ωB97M-V with the def2-TZVPD basis set.

## Properties
- Multiplicity: 1
- Lowest unoccupied orbital energy: -0.0520 hartree
- SMILES: FC1=NN=C/C1=C\S
- HOMO: -9.76 eV
- Net charge: 0

```
11
C4H3FN2S | the Open Molecules 2025 dataset | ωB97M-V with the def2-TZVPD basis set
F -2.05 -1.75 -0.19
C -1.56 -0.48 0.00
N -2.29 0.57 0.02
N -1.43 1.86 -0.04
C -0.16 1.30 0.03
C -0.05 -0.15 0.26
C 1.16 -0.86 0.29
S 2.75 -0.10 -0.11
H 0.60 2.16 0.19
H 1.05 -2.03 0.47
H 2.52 1.26 -0.55
```

Atomic partial charges in e from the Löwdin method, atoms 1 to 6: 0.05, -0.31, 0.07, 0.08, -0.17, -0.22

## b
Here is an isolated molecule of C4H3FN2S from the Open Molecules 2025 dataset. Energies are from ωB97M-V with the def2-TZVPD basis set.

## Properties
- Multiplicity: 1
- Lowest unoccupied orbital energy: -0.0721 hartree
- SMILES: NC1=C(F)C(=S)C=N1
- HOMO: -8.45 eV
- Net charge: 0

```
11
C4H3FN2S | the Open Molecules 2025 dataset | ωB97M-V with the def2-TZVPD basis set
N 2.56 -0.38 -0.23
C 1.35 0.15 -0.16
C 0.24 -0.56 -0.03
F 0.33 -1.91 0.22
C -0.83 0.36 -0.09
S -2.46 -0.13 -0.07
C -0.08 1.66 0.17
N 1.24 1.56 0.03
H 2.56 -1.31 0.15
H 3.56 0.06 0.35
H -0.33 2.66 0.58
```

Atomic partial charges in e from the Löwdin method, atoms 1 to 6: 0.14, -0.41, -0.32, 0.06, -0.64, 0.67

The data favor b; the next most stable structure lies 0.0213 hartree above it.

## a
Here is an isolated molecule of C18H26N4O3S2 from the Open Molecules 2025 dataset. Energies are from ωB97M-V with the def2-TZVPD basis set.

## Properties
- Multiplicity: 1
- Lowest unoccupied orbital energy: 0.0034 hartree
- SMILES: Cc1nc2ccc(S(=O)(=O)NCC(=O)NCCN3CCCCCC3)cc2s1
- HOMO: -7.80 eV
- Net charge: 0

```
53
C18H26N4O3S2 | the Open Molecules 2025 dataset | ωB97M-V with the def2-TZVPD basis set
C 9.62 0.53 -0.35
C 8.15 0.47 -0.20
N 7.47 1.25 0.55
C 6.13 0.98 0.50
C 5.14 1.66 1.19
C 3.82 1.26 1.03
C 3.51 0.20 0.19
S 1.82 -0.33 0.04
O 1.61 -0.90 -1.26
O 0.95 0.73 0.46
N 1.80 -1.58 1.16
C 1.03 -2.76 0.79
C -0.47 -2.44 0.80
O -1.15 -2.61 1.80
N -0.92 -1.93 -0.35
C -2.23 -1.34 -0.47
C -2.13 0.16 -0.82
N -3.35 0.92 -0.73
C -3.75 1.21 0.63
C -5.06 1.98 0.75
C -6.29 1.07 0.81
C -6.65 0.41 -0.51
C -5.50 -0.38 -1.13
C -4.39 0.53 -1.67
C 4.47 -0.50 -0.51
C 5.79 -0.10 -0.36
S 7.22 -0.75 -1.09
H 10.02 1.32 0.28
H 10.07 -0.43 -0.06
H 9.89 0.72 -1.39
H 5.41 2.48 1.84
H 3.02 1.77 1.54
H 1.51 -1.22 2.06
H 1.37 -3.06 -0.20
H 1.25 -3.55 1.52
H -0.25 -1.69 -1.07
H -2.80 -1.87 -1.25
H -2.73 -1.48 0.49
H -1.73 0.26 -1.83
H -1.40 0.62 -0.14
H -3.82 0.30 1.25
H -2.94 1.82 1.06
H -5.03 2.56 1.67
H -5.16 2.68 -0.08
H -6.11 0.30 1.57
H -7.15 1.66 1.15
H -7.50 -0.26 -0.34
H -6.98 1.17 -1.22
H -5.10 -1.09 -0.40
H -5.90 -0.96 -1.97
H -3.89 0.04 -2.51
H -4.85 1.44 -2.06
H 4.18 -1.30 -1.17
```

Atomic partial charges in e from the Löwdin method, atoms 1 to 6: -0.08, -0.61, 0.10, -0.30, 0.01, -0.05

## b
Here is a cluster of 2 separate species, C18H26N4O3S2 in total from the Open Molecules 2025 dataset. Energies are from ωB97M-V with the def2-TZVPD basis set.

## Properties
- Multiplicity: 1
- Lowest unoccupied orbital energy: -0.0203 hartree
- HOMO: -8.17 eV
- Net charge: 0

```
53
C18H26N4O3S2 | the Open Molecules 2025 dataset | ωB97M-V with the def2-TZVPD basis set
C 0.10 -1.24 2.93
C 0.10 -1.79 1.49
C -1.14 -1.55 0.69
H -1.27 -0.42 0.68
H -1.96 -1.99 0.76
C -0.72 -1.74 -0.93
N 0.39 -0.83 -1.46
C 0.08 0.27 -1.78
N 1.24 0.84 -2.13
C 2.14 -0.03 -2.06
C 3.59 -0.22 -2.23
C 4.24 -1.40 -2.30
C 3.53 -2.34 -2.05
C 2.26 -2.54 -1.50
C 1.49 -1.35 -1.77
H 1.91 -3.35 -1.25
H 4.22 -3.15 -1.86
S 6.01 -1.21 -2.65
O 6.44 -2.50 -1.98
O 6.60 0.03 -2.39
N 5.83 -1.65 -4.40
H 6.33 -0.85 -4.74
H 6.39 -2.50 -4.46
H 4.19 0.88 -2.48
S -1.52 0.94 -1.65
C -0.88 2.68 -0.63
H 0.25 2.93 -1.02
H -1.41 3.40 -0.95
C -0.83 2.49 0.84
O 0.02 2.23 1.54
N -2.24 2.41 1.37
C -3.48 2.64 0.50
H -3.28 2.87 -0.39
C -4.30 1.53 0.66
C -4.54 1.19 2.19
C -3.26 0.89 3.13
C -2.51 2.20 2.65
H -1.28 2.29 3.41
H -2.89 3.11 3.21
H -3.26 0.79 4.13
H -2.68 0.32 2.70
H -4.91 0.24 2.49
H -5.05 1.98 2.62
H -5.19 1.70 0.15
H -3.74 0.48 0.24
H -4.11 3.65 1.06
H -0.55 -2.73 -1.03
H -1.82 -1.46 -1.44
H 1.05 -1.53 0.97
H 0.51 -3.00 1.48
H 0.00 -0.26 2.82
H 0.91 -1.63 3.45
H -1.01 -1.72 3.37
```

Atomic partial charges in e from the Löwdin method, atoms 1 to 6: -0.07, -0.29, -0.14, 0.09, 0.02, -0.04

The data favor a; the next most stable structure lies 0.6525 hartree above it.